Entry 1:
The following is a quantum chemistry calculation of a molecular structure, C3H6O3P, from OMol25.

Calculated values
**E_tot**: -685.0716 Ha
**Lowest unoccupied orbital energy**: 4.04 eV
**Charge**: -1
**HOMO energy**: -4.7 eV
**Frontier orbital gap**: 8.724 eV
**ΔE to the lowest compared entry with this formula, charge and spin**: 24.5 kcal/mol
**Multiplicity**: 1

Cartesian coordinates (Å):
1 C 0.465 -0.601 0.342
2 C -0.906 -0.264 0.822
3 C 0.987 0.234 -0.807
4 O 2.879 -1.839 0.468
5 O 1.101 -2.603 2.198
6 O 0.404 -2.267 -0.289
7 P 1.498 -2.023 0.913
8 H -1.148 -0.991 1.600
9 H -1.469 -0.437 0.002
10 H -0.866 0.682 1.202
11 H 2.128 0.128 -0.754
12 H 0.778 1.220 -0.602
13 H 0.598 0.015 -1.739

Here are the natural (NBO) charges for atoms 1 to 8, given in e: C -0.083; C -0.664; C -0.666; O -1.163; O -1.158; O -0.908; P 2.370; H 0.234


Entry 2:
The following is a quantum chemistry calculation of a molecular structure, C16H14N2O2PdS3Sb, from OMol25.

Calculated values
**E_tot**: -2440.7634 Ha
**Lowest unoccupied orbital energy (alpha / beta)**: -0.62 / -1.70 eV
**Expectation value of S²**: 0.772
**HOMO energy (alpha / beta)**: -7.8 / -7.6 eV
**Frontier orbital gap (alpha / beta)**: 7.156 / 5.952 eV
**ΔE to the lowest compared entry with this formula, charge and spin**: 12.9 kcal/mol
**Multiplicity**: 2

Cartesian coordinates (Å):
1 Pd 0.243 -0.354 1.011
2 O -0.336 1.796 2.135
3 C -1.498 1.959 1.331
4 C -1.847 3.413 1.236
5 C -3.089 3.858 1.095
6 C -4.214 2.929 1.069
7 C -4.040 1.652 1.389
8 C -2.708 1.114 1.867
9 C -2.655 -0.344 1.538
10 N -1.631 -1.015 1.238
11 C -1.727 -2.426 0.848
12 C -0.472 -3.166 1.275
13 N 0.682 -2.358 0.893
14 C 1.882 -2.803 0.957
15 C 3.078 -2.025 0.875
16 C 4.295 -2.743 0.970
17 C 5.512 -2.130 0.921
18 C 5.548 -0.731 0.768
19 C 4.398 0.000 0.670
20 C 3.112 -0.602 0.724
21 O 2.101 0.197 0.589
22 H -0.989 4.073 1.197
23 H -3.280 4.915 0.955
24 H -5.196 3.294 0.799
25 H -4.872 0.957 1.405
26 H -3.612 -0.867 1.600
27 H -1.811 -2.443 -0.241
28 H -2.618 -2.885 1.281
29 H -0.440 -4.149 0.798
30 H -0.466 -3.289 2.360
31 H 2.020 -3.879 1.093
32 H 4.239 -3.820 1.089
33 H 6.426 -2.701 1.000
34 H 6.503 -0.221 0.732
35 H 4.423 1.076 0.554
36 S -2.809 1.097 3.703
37 Sb -0.382 1.305 4.066
38 S 0.664 -0.722 3.479
39 S -0.919 1.385 -0.315

Here are the natural (NBO) charges for atoms 1 to 8, given in e: Pd 1.049; O -0.907; C 0.108; C -0.171; C -0.238; C -0.188; C -0.185; C -0.275


Entry 3:
The following is a quantum chemistry calculation of 2 unconnected molecules or ions with the total composition CH5BrSi, from OMol25.

Calculated values
**E_tot**: -2904.5122 Ha
**Lowest unoccupied orbital energy (alpha / beta)**: -0.63 / -0.52 eV
**HOMO energy (alpha / beta)**: -9.5 / -8.1 eV
**Frontier orbital gap (alpha / beta)**: 8.858 / 7.535 eV
**ΔE to the lowest compared entry with this formula, charge and spin**: 72.8 kcal/mol
**Multiplicity**: 1

Cartesian coordinates (Å):
1 C 0.175 0.868 -0.041
2 Si -1.007 -0.577 0.183
3 Br -3.099 0.040 -0.150
4 H 0.093 1.569 0.790
5 H 1.202 0.516 -0.084
6 H -0.027 1.411 -0.961
7 H -0.960 -1.383 1.384
8 H -0.196 -2.456 -1.680

Charges per atom according to natural (NBO) partitioning, unit e: C -1.137; Si 1.070; Br -0.300; H 0.249; H 0.257; H 0.260; H -0.179; H -0.220


Entry 4:
The following is a quantum chemistry calculation of a molecular structure, C4H3GaO2, from OMol25.

Calculated values
**E_tot**: -2228.4360 Ha
**Lowest unoccupied orbital energy (alpha / beta)**: -12.66 / -13.04 eV
**Charge**: +2
**HOMO energy (alpha / beta)**: -17.9 / -18.3 eV
**Frontier orbital gap (alpha / beta)**: 5.229 / 5.245 eV
**ΔE to the lowest compared entry with this formula, charge and spin**: 109.7 kcal/mol
**Multiplicity**: 1

Cartesian coordinates (Å):
1 C -2.278 0.042 0.107
2 C -1.087 -0.210 0.037
3 C 0.251 -0.626 -0.164
4 C 1.200 0.275 -0.422
5 H 2.040 -1.208 0.322
6 H 1.210 1.359 -0.259
7 O -3.517 0.473 0.141
8 H -4.148 -0.258 0.122
9 O 2.476 -0.282 -0.045
10 Ga 3.853 0.435 0.162

Here are the Mulliken charges for atoms 1 to 8, given in e: C 1.031; C 0.021; C -0.629; C 0.118; H 0.524; H 0.366; O -0.277; H 0.439


Entry 5:
The following is a quantum chemistry calculation of a molecular structure, C12H21GdNO5S, from OMol25.

Calculated values
**E_tot**: -2063.3694 Ha
**Lowest unoccupied orbital energy (alpha / beta)**: -12.82 / -12.83 eV
**Charge**: +3
**Expectation value of S²**: 16.775
**HOMO energy (alpha / beta)**: -18.5 / -18.5 eV
**Frontier orbital gap (alpha / beta)**: 5.693 / 5.676 eV
**Multiplicity**: 8

Cartesian coordinates (Å):
1 C -2.763 -0.031 3.218
2 C -1.796 -1.252 3.377
3 S -1.366 -1.891 1.712
4 C -1.233 -0.424 0.613
5 C -0.396 -0.831 -0.692
6 C -1.370 -0.724 -1.882
7 C -1.520 0.740 -2.336
8 O -2.049 1.578 -1.292
9 C -1.187 2.541 -0.873
10 C -1.752 3.934 -0.600
11 O -0.013 2.337 -0.694
12 O 0.124 -2.164 -0.477
13 C 1.468 -2.342 -0.748
14 O 1.771 -3.201 -1.492
15 N 2.572 -1.559 -0.162
16 C 2.335 -0.978 1.123
17 C 3.119 -0.537 -1.036
18 C 4.023 -1.014 -2.173
19 O 2.905 0.634 -0.846
20 H -3.494 -0.293 2.439
21 H -2.216 0.855 2.878
22 H -3.274 0.139 4.172
23 H -2.236 -2.100 3.916
24 H -0.842 -0.938 3.833
25 H -0.741 0.392 1.161
26 H -2.262 -0.156 0.324
27 H 0.384 -0.063 -0.819
28 H -2.360 -1.096 -1.580
29 H -1.018 -1.323 -2.737
30 H -0.570 1.093 -2.756
31 H -2.271 0.738 -3.139
32 H -2.826 4.001 -0.802
33 H -1.555 4.142 0.463
34 H -1.180 4.684 -1.160
35 H 1.971 -1.693 1.875
36 H 3.320 -0.532 1.485
37 H 1.624 -0.090 1.054
38 H 5.058 -1.062 -1.807
39 H 3.724 -2.007 -2.535
40 H 3.878 -0.302 -2.993
41 Gd 4.016 0.797 1.988

Here are the Mulliken charges for atoms 1 to 8, given in e: C -1.062; C -0.285; S 0.302; C -1.643; C 1.203; C -0.856; C -0.621; O -0.378


Entry 6:
The following is a quantum chemistry calculation of C4H6N2O in the gas phase, from OMol25.

Calculated values
**E_tot**: -340.7076 Ha
**Lowest unoccupied orbital energy**: 0.80 eV
**SMILES**: N#C[C@@]1(CO)CN1
**HOMO energy**: -10.4 eV
**Frontier orbital gap**: 11.166 eV
**ΔE to the lowest compared entry with this formula, charge and spin**: 54.8 kcal/mol
**Multiplicity**: 1

Cartesian coordinates (Å):
1 N 1.753 -1.719 -0.850
2 C 0.827 -1.106 -0.523
3 C -0.146 -0.181 0.039
4 C 0.620 1.048 0.555
5 O 1.683 1.354 -0.312
6 C -1.537 -0.167 -0.489
7 N -1.244 -0.744 0.815
8 H 0.950 0.851 1.588
9 H -0.036 1.922 0.570
10 H 2.236 0.559 -0.398
11 H -1.775 -0.817 -1.328
12 H -2.101 0.763 -0.448
13 H -1.230 -1.762 0.780

Here are the natural (NBO) charges for atoms 1 to 8, given in e: N -0.319; C 0.262; C -0.064; C -0.049; O -0.702; C -0.221; N -0.547; H 0.176